Computed, not measured: a cluster of 2 separate species, C5H11NO in total, with wB97M-V/def2-TZVPD.

SMILES string: C=CC(=C)NC.O
energy above the lowest of the compared OMol25 structures with the same formula, charge and spin: 249.4 kJ/mol
calculated total energy: -8899.112 eV
HOMO energy: -7.89 eV
LUMO: 1.014 eV
maximum force: 1.583 eV/Å
total charge: 0

Last column: Löwdin charge in e.
Atoms and positions in Å:
C1 1.89471 -1.66339 -0.54427  -0.096
N1 2.00478 -0.55793 0.40665  -0.085
C2 0.98892 0.27037 0.86591  -0.391
C3 -0.08735 -0.20285 1.48287  0.055
C4 0.38751 2.67183 1.03231  0.005
C5 1.18421 1.72186 0.56135  -0.118
H1 1.18697 -2.41823 -0.18925  0.070
H2 2.86088 -2.15855 -0.56204  0.077
H3 1.52167 -1.31625 -1.50618  0.076
H4 2.93880 -0.18619 0.38642  0.106
H5 -0.18847 -1.24098 1.71266  0.055
H6 -0.89708 0.47017 1.65445  0.044
H7 -0.30998 2.58071 1.83935  0.053
H8 0.56766 3.70552 0.75080  0.053
H9 1.96678 1.94585 -0.15123  0.096
H10 -5.56343 -1.95285 -2.60348  0.033
H11 -5.48256 -0.46695 -2.39029  0.030
O1 -4.97403 -1.20214 -2.74602  -0.063

Cartesian forces, eV/Å:
C -1.0 0.1 1.1
N 1.2 -0.7 0.0
C 0.6 0.3 -0.5
C -0.1 0.2 -0.4
C 1.1 1.2 0.0
C -0.9 -0.7 0.3
H 0.0 0.1 0.0
H 0.1 0.1 -0.5
H 0.3 -0.1 -0.4
H -0.2 0.5 0.0
H -0.1 -0.4 0.1
H -0.5 0.1 0.3
H -0.5 -0.5 0.1
H 0.0 -0.1 -0.2
H 0.0 0.1 -0.1
H 0.2 0.0 -0.1
H 0.1 0.2 0.0
O -0.3 -0.1 0.1